[1]
DFT (ωB97M-V/def2-TZVPD) results for the molecule C13H23N3O3S in a non-equilibrium geometry.

Strongest force on any atom in Eh/bohr: 0.028
Gap between HOMO and LUMO in eV: 9.4792
Highest occupied orbital energy in eV: -8.777
Energy relative to the best compared isomer or geometry (same formula, charge and spin) in kcal per mole: 2.39
SMILES: CCCCSc1nnc(CCNC(=O)OC(C)(C)C)o1
Lowest unoccupied orbital energy in eV: 0.702

The geometry in ORCA input format:
```
! RIJCOSX wB97M-V def2-TZVPD def2/J DEFGRID3
* xyz 0 1
C 5.086 1.470 1.552
C 5.447 0.310 2.472
C 4.701 0.324 3.806
C 3.195 0.131 3.684
S 2.292 1.713 3.440
C 1.514 1.385 1.944
N 1.596 0.319 1.207
N 0.801 0.536 0.136
C 0.277 1.708 0.264
C -0.668 2.394 -0.647
C -0.648 1.776 -2.053
N -1.024 0.386 -2.049
C -2.332 0.023 -2.127
O -3.225 0.779 -2.431
O -2.448 -1.287 -1.857
C -3.730 -1.951 -1.963
C -3.423 -3.406 -1.606
C -4.720 -1.351 -0.965
C -4.264 -1.851 -3.392
O 0.693 2.315 1.408
H 4.078 1.356 1.165
H 5.767 1.500 0.705
H 5.155 2.417 2.083
H 6.518 0.346 2.687
H 5.244 -0.633 1.959
H 5.090 -0.489 4.424
H 4.904 1.261 4.331
H 2.928 -0.500 2.840
H 2.787 -0.286 4.605
H -1.679 2.313 -0.237
H -0.408 3.454 -0.690
H -1.368 2.304 -2.682
H 0.352 1.862 -2.484
H -0.385 -0.249 -1.590
H -2.697 -3.814 -2.304
H -4.332 -3.998 -1.649
H -3.007 -3.463 -0.604
H -5.651 -1.912 -0.989
H -4.308 -1.395 0.041
H -4.924 -0.315 -1.218
H -5.180 -2.428 -3.481
H -3.529 -2.241 -4.092
H -4.473 -0.814 -3.642
*
```

Löwdin population analysis, charges in e, atoms 1 to 5: atom 1 (C): -0.1158, atom 2 (C): -0.2640, atom 3 (C): -0.2792, atom 4 (C): -0.4261, atom 5 (S): 1.0057

[2]
DFT (ωB97M-V/def2-TZVPD) results for a structure of composition C13H24AlGaI2O4S2 in a non-equilibrium geometry.

Strongest force on any atom in Eh/bohr: 0.199
Gap between HOMO and LUMO (alpha / beta) in eV: 4.3166 / 4.2709
Highest occupied orbital energy (alpha / beta) in eV: -21.320 / -21.407
Energy relative to the best compared isomer or geometry (same formula, charge and spin) in kcal per mole: 65.17
Lowest unoccupied orbital energy (alpha / beta) in eV: -17.003 / -17.136

The geometry in ORCA input format:
```
! RIJCOSX wB97M-V def2-TZVPD def2/J DEFGRID3
* xyz 4 1
I -2.101 2.158 -0.664
I -0.715 0.646 -3.677
Ga 0.790 -1.059 -2.118
Al -0.499 0.135 0.652
S -1.404 -0.831 -1.104
S 0.788 1.018 -0.981
C -1.882 -0.924 2.088
C -2.526 -2.321 -0.872
C 2.369 2.060 -0.726
C -2.744 -2.851 -2.268
C -1.680 -3.232 -0.009
C -3.764 -1.787 -0.212
C 2.979 2.253 -2.085
C 3.157 1.123 0.167
C 1.992 3.353 -0.044
C 0.714 -2.981 -2.384
C 2.602 -1.234 -2.358
O -2.448 -1.474 2.891
O 0.796 -4.119 -2.562
O 3.737 -1.410 -2.468
H -1.811 -3.205 -2.721
H -3.136 -2.053 -2.901
H -3.479 -3.661 -2.184
H -0.740 -3.502 -0.538
H -2.303 -4.131 0.165
H -1.425 -2.735 0.953
H -3.533 -1.344 0.755
H -4.467 -2.622 -0.134
H -4.173 -0.994 -0.835
H 3.859 2.872 -1.901
H 2.266 2.771 -2.727
H 3.245 1.298 -2.540
H 4.130 1.597 0.392
H 3.324 0.174 -0.369
H 2.598 0.898 1.103
H 2.906 3.954 0.086
H 1.475 3.209 0.917
H 1.304 3.908 -0.680
C -0.363 1.676 4.396
C -0.003 2.097 2.983
O 0.332 0.887 2.205
H -1.061 0.827 4.426
H -0.834 2.489 4.971
H 0.533 1.377 4.959
H -0.795 2.586 2.432
H 0.905 2.712 2.932
H 1.084 0.392 2.590
*
```

Löwdin population analysis, charges in e, atoms 1 to 5: atom 1 (I): 0.9475, atom 2 (I): 0.8291, atom 3 (Ga): -0.1223, atom 4 (Al): -0.2658, atom 5 (S): 0.5225

[3]
DFT (ωB97M-V/def2-TZVPD) results for a structure of composition C13H24CrN2O11PSSb in a non-equilibrium geometry.

Strongest force on any atom in Eh/bohr: 0.038
Gap between HOMO and LUMO (alpha / beta) in eV: 6.9015 / 7.1132
⟨S²⟩: 6.014
Highest occupied orbital energy (alpha / beta) in eV: -1.930 / -2.144
Energy relative to the best compared isomer or geometry (same formula, charge and spin) in kcal per mole: 36.35
Lowest unoccupied orbital energy (alpha / beta) in eV: 4.972 / 4.969

The geometry in ORCA input format:
```
! RIJCOSX wB97M-V def2-TZVPD def2/J DEFGRID3
* xyz -2 5
Cr 0.046 1.074 0.536
O -2.709 2.656 -1.932
C -2.067 2.055 -1.094
O -0.864 2.341 -0.710
C -2.661 0.825 -0.319
O -3.696 0.283 -0.656
O -1.932 0.501 0.704
C -0.320 -4.246 1.399
Sb -1.339 -2.394 0.826
C -1.929 -2.047 2.885
C -3.215 -3.516 0.527
H -0.880 -4.766 2.181
H 0.668 -3.956 1.764
H -0.204 -4.907 0.534
H -2.892 -1.529 2.884
H -1.168 -1.425 3.359
H -2.022 -3.002 3.403
H -3.552 -4.052 1.422
H -3.101 -4.238 -0.292
H -3.987 -2.796 0.228
C 4.231 -0.379 -0.831
O 3.470 0.714 -1.312
P 2.122 1.440 -0.779
O 2.824 2.924 -0.645
C 1.937 4.033 -0.513
O 1.526 1.692 -2.299
C 0.631 0.746 -2.875
H 4.823 -0.720 -1.682
H 3.600 -1.187 -0.476
H 4.889 -0.066 -0.020
H 2.463 4.813 0.041
H 1.019 3.763 0.015
H 1.656 4.407 -1.499
H -0.348 1.207 -3.002
H 0.529 -0.150 -2.259
H 1.021 0.461 -3.855
O 2.815 0.229 1.391
S 1.793 -0.845 1.277
O 0.542 -0.357 1.989
O 1.378 -1.005 -0.164
O 2.280 -2.097 1.834
N -2.039 2.312 2.990
C -0.701 2.113 3.301
C -0.335 1.446 4.476
C 0.997 1.324 4.781
C 1.933 1.929 3.952
C 1.479 2.602 2.839
N 0.193 2.658 2.467
H -2.584 1.469 3.111
H -2.124 2.617 2.028
H -1.107 1.030 5.112
H 1.309 0.763 5.653
H 2.994 1.863 4.147
H 2.176 3.117 2.186
*
```

Löwdin population analysis, charges in e, atoms 1 to 5: atom 1 (Cr): 0.6068, atom 2 (O): 0.0399, atom 3 (C): -0.5733, atom 4 (O): -0.1655, atom 5 (C): -0.5786

[4]
DFT (ωB97M-V/def2-TZVPD) results for a cluster of 3 separate species, C13H24F6N2O11S4 in total in a non-equilibrium geometry.

Strongest force on any atom in Eh/bohr: 0.178
Gap between HOMO and LUMO in eV: 9.5792
Highest occupied orbital energy in eV: -10.663
SMILES: NC[C@@H]1NC(=O)[C@H](S(=O)(=O)F)[C@@H]1S(=O)(=O)C(F)(F)C(F)(F)F.CCOS(C)(=O)=O.CCOS(C)(=O)=O
Lowest unoccupied orbital energy in eV: -1.084

The geometry in ORCA input format:
```
! RIJCOSX wB97M-V def2-TZVPD def2/J DEFGRID3
* xyz 0 1
N -4.276 -3.692 -0.931
C -2.813 -3.727 -0.579
C -1.838 -3.291 -1.768
N -0.478 -3.955 -1.868
C 0.556 -3.087 -2.481
O 1.787 -3.173 -2.460
C -0.401 -1.943 -3.146
S 0.388 -0.513 -4.006
O 1.247 -1.113 -5.103
O 1.338 0.262 -3.119
F -0.717 0.502 -4.761
C -1.640 -1.747 -2.156
S -1.615 -0.440 -0.843
O -3.079 -0.116 -0.569
O -1.075 0.857 -1.451
C -0.583 -0.796 0.643
F 0.253 0.342 0.866
F 0.350 -1.860 0.382
C -1.285 -1.125 2.030
F -2.664 -1.288 2.052
F -0.928 -0.137 2.973
F -0.734 -2.344 2.536
H -4.390 -2.858 -1.527
H -4.421 -4.546 -1.504
H -2.583 -4.843 -0.375
H -2.565 -3.184 0.392
H -2.361 -3.699 -2.713
H -0.209 -4.287 -0.918
H -0.894 -2.513 -4.027
H -2.552 -1.417 -2.782
C -2.175 3.205 -0.071
C -3.036 3.512 1.140
O -2.383 4.415 2.034
S -2.370 5.990 1.668
C -1.845 6.578 3.253
O -3.722 6.427 1.436
O -1.319 6.236 0.717
H -2.061 4.087 -0.705
H -2.623 2.414 -0.673
H -1.173 2.894 0.234
H -4.014 3.902 0.841
H -3.213 2.589 1.697
H -2.612 6.340 3.989
H -1.713 7.657 3.183
H -0.899 6.102 3.510
C 3.565 -1.325 -0.755
C 4.991 -0.865 -0.521
O 5.141 -0.249 0.759
S 5.252 -1.197 2.063
C 5.821 0.047 3.188
O 6.307 -2.154 1.858
O 3.927 -1.599 2.457
H 3.305 -2.150 -0.088
H 3.434 -1.666 -1.783
H 2.860 -0.514 -0.556
H 5.697 -1.692 -0.639
H 5.252 -0.111 -1.267
H 6.798 0.398 2.860
H 5.897 -0.406 4.177
H 5.099 0.863 3.206
*
```

Löwdin population analysis, charges in e, atoms 1 to 5: atom 1 (N): 0.0066, atom 2 (C): -0.2071, atom 3 (C): -0.2789, atom 4 (N): 0.0822, atom 5 (C): -0.3163

[5]
DFT (ωB97M-V/def2-TZVPD) results for the molecule C13H24FO5P in a non-equilibrium geometry.

Strongest force on any atom in Eh/bohr: 0.065
Gap between HOMO and LUMO in eV: 8.8906
Highest occupied orbital energy in eV: -8.475
SMILES: CC[C@@H](F)[C@]1(P(CC)CC)OC(=O)O[C@]1(O)C[C@H](C)O
Lowest unoccupied orbital energy in eV: 0.416

The geometry in ORCA input format:
```
! RIJCOSX wB97M-V def2-TZVPD def2/J DEFGRID3
* xyz 0 1
C 3.908 1.468 0.865
C 3.505 0.644 -0.363
C 2.030 0.691 -0.683
F 1.874 0.274 -1.999
C 1.104 -0.107 0.278
P 0.301 1.123 1.429
C -0.618 2.412 0.494
C -1.422 2.015 -0.742
C -0.837 0.255 2.590
C -2.346 0.373 2.325
O 1.945 -0.873 1.192
C 2.117 -2.122 0.667
O 2.731 -3.032 1.206
O 1.512 -2.145 -0.564
C 0.360 -1.301 -0.362
O -0.391 -2.036 0.563
C -0.373 -1.190 -1.688
C -1.892 -1.137 -1.593
C -2.543 -2.506 -1.757
O -2.369 -0.259 -2.627
H 4.320 2.419 0.550
H 3.057 1.683 1.500
H 4.652 0.953 1.457
H 3.886 -0.367 -0.321
H 3.975 1.105 -1.226
H 1.725 1.737 -0.665
H 0.084 3.189 0.218
H -1.279 2.867 1.227
H -2.219 1.327 -0.504
H -0.767 1.623 -1.509
H -1.882 2.906 -1.163
H -0.635 0.686 3.563
H -0.558 -0.788 2.690
H -2.866 -0.367 2.928
H -2.724 1.333 2.653
H -2.608 0.194 1.290
H -1.082 -1.492 0.945
H -0.040 -0.357 -2.287
H -0.121 -2.084 -2.245
H -2.219 -0.717 -0.640
H -3.591 -2.386 -2.002
H -2.035 -3.042 -2.548
H -2.466 -3.060 -0.828
H -3.200 0.091 -2.317
*
```

Löwdin population analysis, charges in e, atoms 1 to 5: atom 1 (C): -0.0770, atom 2 (C): -0.1681, atom 3 (C): -0.2921, atom 4 (F): -0.0031, atom 5 (C): -0.3815